w | ORCA calculation (ωB97M-V/def2-TZVPD) on a 8-piece molecular cluster, C32H88N8O8 overall.

Summary:
⟨S²⟩ ... 0.750
E_LUMO (spin up / spin down) ... 2.198 / 2.159 eV

The geometry in ORCA input format:
```
! wB97M-V def2-TZVPD RIJCOSX def2/J DEFGRID3
* xyz -1 2
C 0.68067 -4.61273 3.70206
C 0.77522 -4.10586 5.19939
C 1.66669 -2.82601 5.46531
O 1.49158 -2.31092 6.74464
C 1.98668 -3.14266 7.81936
N -0.53058 -3.86465 5.77991
H 1.73844 -4.75715 3.48212
H 0.24140 -3.89911 3.00502
H 0.14775 -5.56215 3.75401
H 1.19553 -4.84707 5.87914
H 1.47088 -2.06896 4.70595
H 2.70545 -3.08336 5.25832
H 1.30332 -3.98926 7.88550
H 1.75567 -2.65636 8.76712
H 3.03138 -3.40041 7.64538
H -0.81923 -4.68551 6.29270
H -0.39125 -3.18189 6.51104
C 1.69242 0.60310 -5.01718
C 0.63297 1.41203 -5.73226
C -0.11726 0.59180 -6.84270
O -1.08285 1.27679 -7.60694
C -1.74201 0.30808 -8.38793
N -0.32862 1.84897 -4.79773
H 2.00732 1.28283 -4.22540
H 2.43163 0.39170 -5.78982
H 1.35918 -0.33056 -4.56405
H 1.08444 2.22274 -6.30412
H -0.57855 -0.29834 -6.41495
H 0.59789 0.29744 -7.61082
H -2.13899 -0.53074 -7.81619
H -1.06186 -0.13905 -9.11289
H -2.60647 0.73821 -8.89370
H -1.20906 2.12940 -5.20552
H 0.05377 2.55468 -4.18467
C -7.22993 -2.48151 2.62458
C -7.31981 -1.21509 1.71008
C -5.93787 -0.53928 1.43380
O -6.09236 0.43195 0.31375
C -4.83940 1.00874 0.01288
N -7.90327 -1.50169 0.45516
H -6.79972 -2.15974 3.57299
H -6.65690 -3.34277 2.28113
H -8.21224 -2.92702 2.78168
H -7.87652 -0.43128 2.22372
H -5.20571 -1.28227 1.11755
H -5.65425 0.06954 2.29228
H -5.00091 1.79929 -0.71995
H -4.11411 0.29074 -0.36990
H -4.55746 1.56462 0.90709
H -7.54411 -2.31097 -0.03083
H -7.62067 -0.67827 -0.05690
C 7.04570 2.96737 5.26549
C 6.24494 3.01235 3.93332
C 6.26916 1.85081 2.91133
O 5.43773 2.15321 1.78467
C 5.46166 1.18417 0.79359
N 4.81162 3.21291 4.31447
H 6.66523 2.22972 5.97203
H 6.99724 3.92570 5.78256
H 8.08034 2.78564 4.97465
H 6.63700 3.88234 3.40654
H 6.05972 0.84647 3.27949
H 7.32133 1.86522 2.62702
H 4.87542 0.30580 1.06361
H 6.45749 0.88321 0.46826
H 4.96378 1.63648 -0.06409
H 4.39353 3.10385 3.40156
H 4.47294 2.36511 4.74647
C -3.97916 4.63086 0.54771
C -2.56013 4.08551 0.80140
C -1.52511 5.15335 1.13942
O -1.24653 6.00399 0.03044
C -0.18959 6.89337 0.19818
N -2.67055 3.14975 1.84596
H -4.68100 3.88765 0.16935
H -3.90405 5.34683 -0.27073
H -4.35425 5.05888 1.47733
H -2.25285 3.56186 -0.10385
H -0.52305 4.79692 1.37802
H -1.80976 5.80224 1.96768
H 0.78503 6.44559 0.00397
H -0.17242 7.38221 1.17226
H -0.17734 7.64074 -0.59516
H -3.62912 2.85362 1.72955
H -2.61430 3.66603 2.71221
C 1.61921 -2.93694 0.63965
C 2.34058 -2.83756 -0.68331
C 2.83516 -1.41574 -0.84722
O 3.70749 -1.42544 -1.97613
C 4.25317 -0.11573 -2.37373
N 3.46522 -3.76037 -0.67796
H 1.23870 -3.91499 0.93413
H 0.73117 -2.30627 0.59807
H 2.30793 -2.45837 1.33589
H 1.69035 -3.08086 -1.52362
H 3.31044 -1.16478 0.10105
H 1.99185 -0.72531 -0.86257
H 5.13776 -0.00889 -1.74588
H 3.46086 0.56850 -2.07011
H 4.55417 -0.05540 -3.41960
H 3.18539 -4.55263 -1.23843
H 4.11648 -3.24922 -1.25648
C 0.07702 1.67571 -0.73721
C -0.33961 0.54422 0.26011
C 0.17229 0.69458 1.73246
O 1.60447 0.49286 1.82057
C 2.14302 1.04869 3.02459
N -1.76826 0.66139 0.30212
H -0.21105 2.64870 -0.33920
H -0.21619 1.51120 -1.77407
H 1.16293 1.72353 -0.81852
H -0.08331 -0.40953 -0.20117
H -0.49169 0.13982 2.39539
H -0.01598 1.72703 2.02692
H 1.88619 0.56293 3.96595
H 1.95406 2.11157 3.17521
H 3.22681 1.02138 2.91164
H -2.18328 0.68852 -0.61827
H -1.89866 1.49599 0.85579
C -0.26924 -3.77067 -5.46524
C -1.79426 -3.66664 -5.50298
C -2.37027 -2.45274 -4.66698
O -1.75787 -2.34478 -3.41362
C -2.20832 -1.22168 -2.72697
N -2.28569 -3.81330 -6.85242
H 0.16770 -3.89903 -4.47493
H 0.19684 -2.85587 -5.83130
H 0.03339 -4.58947 -6.11798
H -2.14142 -4.57656 -5.01348
H -3.45090 -2.56711 -4.58182
H -2.28751 -1.57608 -5.30941
H -1.63337 -1.24568 -1.80125
H -3.23979 -1.51215 -2.52747
H -2.10138 -0.28245 -3.26966
H -3.29561 -3.81310 -6.84002
H -2.09548 -2.94053 -7.32380
*
```

***

x | ORCA calculation (ωB97M-V/def2-TZVPD) on a 8-piece molecular cluster, C32H88N8O8 overall.

Summary:
⟨S²⟩ ... 0.751
E_LUMO (spin up / spin down) ... 2.236 / 2.262 eV

The geometry in ORCA input format:
```
! wB97M-V def2-TZVPD RIJCOSX def2/J DEFGRID3
* xyz -1 2
C -0.12608 -3.68190 2.89254
C -0.84689 -4.85743 2.24190
C -1.54798 -4.45546 1.01004
O -2.48371 -3.45327 1.19888
C -3.23008 -3.07982 0.01520
N 0.07391 -5.88816 1.86715
H 0.45441 -3.11092 2.16790
H 0.65866 -3.96990 3.59208
H -0.84051 -3.00389 3.35943
H -1.53714 -5.30234 2.95862
H -2.10836 -5.33009 0.67975
H -0.78783 -4.15235 0.29004
H -3.89758 -2.28861 0.35657
H -3.97106 -3.80396 -0.32343
H -2.66038 -2.72152 -0.84222
H -0.48806 -6.64421 1.50290
H 0.38121 -6.44043 2.65498
C 4.36250 2.96927 1.41909
C 3.15330 2.80206 0.43095
C 2.50752 4.21260 0.05716
O 1.81933 4.85658 1.17459
C 0.72045 4.02228 1.62335
N 3.69157 2.03597 -0.71382
H 5.17095 3.50562 0.92227
H 4.76919 2.00461 1.72260
H 4.05047 3.51212 2.31131
H 2.37740 2.20585 0.91117
H 1.91118 4.11197 -0.84968
H 3.33584 4.84055 -0.27096
H -0.00479 4.61208 2.18394
H 1.19518 3.24894 2.22725
H 0.20260 3.54835 0.78949
H 4.33331 2.62205 -1.22837
H 4.30986 1.36971 -0.27346
C 2.55238 -2.52852 5.74722
C 2.68326 -1.29081 4.84907
C 2.16421 -0.01755 5.56585
O 0.72406 -0.12759 5.40118
C -0.03183 0.93101 5.96051
N 4.04548 -1.20439 4.46399
H 3.00863 -2.41044 6.73007
H 2.88363 -3.47656 5.32342
H 1.50254 -2.74974 5.93956
H 2.13021 -1.42310 3.91916
H 2.60445 0.82838 5.03793
H 2.52879 -0.03904 6.59284
H -1.10617 0.94651 5.77708
H 0.33155 1.90878 5.64423
H 0.10064 0.95821 7.04209
H 4.17094 -0.37146 3.90669
H 4.17611 -2.05764 3.93957
C 2.60020 -1.51448 -1.02084
C 1.48063 -1.16872 -2.09618
C 0.25743 -2.11895 -1.95937
O 0.67777 -3.48235 -2.30251
C -0.33531 -4.30441 -2.89447
N 1.21089 0.20749 -1.95091
H 2.88884 -2.55530 -0.87427
H 2.22339 -1.18290 -0.05328
H 3.50606 -0.94944 -1.24047
H 1.81003 -1.42142 -3.10402
H -0.46528 -1.81459 -2.71644
H -0.08340 -2.03101 -0.92778
H 0.24328 -5.15507 -3.25464
H -0.69637 -3.85223 -3.81820
H -1.20563 -4.60663 -2.31196
H 0.95826 0.51403 -1.02230
H 2.01497 0.79993 -2.10119
C -3.32971 2.13066 -0.60633
C -1.91982 1.56006 -0.69295
C -1.47678 1.04503 0.70256
O -0.11608 0.60470 0.73685
C 0.15960 0.00845 2.03729
N -2.00737 0.41582 -1.64153
H -4.19333 1.48135 -0.75006
H -3.44606 2.95292 -1.31234
H -3.53878 2.47486 0.40655
H -1.22122 2.32123 -1.04035
H -2.02095 0.15427 1.01644
H -1.60576 1.76462 1.51106
H 1.21309 -0.25229 2.13864
H -0.47239 -0.84806 2.27196
H 0.02271 0.66162 2.89911
H -2.20047 0.90448 -2.50410
H -1.06842 0.04378 -1.64916
C 7.37436 -3.23770 4.10803
C 6.30422 -4.29260 4.33732
C 5.40960 -4.53490 3.10541
O 4.66162 -3.43162 2.81675
C 3.36388 -3.62310 2.29502
N 7.08132 -5.47521 4.51352
H 8.08835 -3.08528 4.91740
H 6.94335 -2.26056 3.89003
H 7.96584 -3.47775 3.22450
H 5.73828 -3.98188 5.21554
H 4.74931 -5.34573 3.41311
H 5.93930 -4.87403 2.21518
H 2.72565 -4.31394 2.84594
H 3.41854 -4.05976 1.29781
H 2.97725 -2.61153 2.17123
H 6.50901 -6.30084 4.61782
H 7.62382 -5.41090 5.36302
C -5.08020 5.12567 -2.99643
C -3.98572 5.60280 -3.94196
C -4.52675 5.50127 -5.36537
O -3.63332 5.94343 -6.35039
C -3.92383 5.53870 -7.66938
N -3.58943 6.95070 -3.63616
H -6.01916 5.65739 -3.15048
H -4.81420 5.30289 -1.95435
H -5.32281 4.07736 -3.17046
H -3.18875 4.91823 -3.65165
H -5.47299 6.03064 -5.47718
H -4.73503 4.45294 -5.57921
H -3.07839 5.72041 -8.33294
H -4.76959 6.04055 -8.13943
H -4.09761 4.46291 -7.69333
H -3.01628 7.08847 -4.45630
H -2.88439 7.00716 -2.91517
C -5.22451 -0.26028 -3.33797
C -5.42726 0.92027 -4.29475
C -4.07221 1.57426 -4.91910
O -3.15644 1.97400 -3.92592
C -1.98314 2.60757 -4.44312
N -6.17326 0.27284 -5.38058
H -4.79907 0.01448 -2.37277
H -4.53506 -1.01833 -3.70963
H -6.18199 -0.73609 -3.12600
H -5.99707 1.80870 -4.02250
H -4.37011 2.49982 -5.41174
H -3.63663 0.93554 -5.68747
H -2.22795 3.49107 -5.03269
H -1.52315 1.92004 -5.15291
H -1.17786 2.85007 -3.74970
H -6.42268 1.02000 -6.01276
H -7.10835 0.06144 -5.06275
*
```

***

Here are the energies relative to the best structure, in eV: w 0.682; x 0.000.